A | Below is a structure of composition C5H3N, with properties calculated with ωB97M-V with the def2-TZVPD basis set.

Output
**Gap between HOMO and LUMO**: 0.3372 Eh
**Total charge**: 0
**HOMO level**: -8.68 eV

Geometry (Å):
C -0.45 -0.68 0.75
C -1.23 0.25 0.21
C -1.43 1.14 -0.89
C 0.79 -0.63 -0.11
C 0.23 0.71 -0.56
N -0.16 1.88 -0.85
H -0.54 -1.01 1.76
H 1.56 -0.25 0.57
H 1.24 -1.40 -0.89



B | Below is a structure of composition C5H3N, with properties calculated with ωB97M-V with the def2-TZVPD basis set.

Output
**Gap between HOMO and LUMO**: 0.3421 Eh
**Total charge**: 0
**HOMO level**: -9.09 eV

Geometry (Å):
C 1.78 0.62 0.56
C 0.27 0.67 0.13
C 0.31 -0.99 -0.11
C -1.17 0.25 0.39
C 1.35 -0.24 -0.62
N -0.89 -1.18 0.25
H -1.48 0.53 1.39
H -1.89 0.61 -0.36
H 1.71 -0.28 -1.64



C | Below is an isolated molecule of C5H3N, with properties calculated with ωB97M-V with the def2-TZVPD basis set.

Output
**Gap between HOMO and LUMO**: 0.3329 Eh
**SMILES**: C#C/C=C\C#N
**Total charge**: 0
**HOMO level**: -9.68 eV

Geometry (Å):
C 1.65 -1.34 0.11
C 1.13 -0.21 -0.09
C 0.45 1.06 -0.02
C -0.93 0.92 0.10
C -1.53 -0.39 0.05
H 1.91 -2.43 -0.06
H 0.93 1.97 0.02
H -1.54 1.86 -0.08
N -2.06 -1.44 -0.03



D | Below is a structure of composition C5H3N, with properties calculated with ωB97M-V with the def2-TZVPD basis set.

Output
**Gap between HOMO and LUMO (spin up / spin down)**: 0.2738 / 0.2993 Eh
**Total charge**: 0
**HOMO level (spin up / spin down)**: -8.60 / -9.20 eV

Geometry (Å):
C -2.94 0.67 -0.05
C 3.08 0.17 -0.04
C -1.78 0.24 0.04
C 1.86 0.49 0.00
C -0.58 -0.24 -0.12
N 0.76 1.01 0.07
H -3.97 0.75 -0.23
H 3.97 -0.30 -0.35
H -0.33 -1.27 0.13



Least stable: B



A | Below is a cluster of 2 separate species, C5H3N in total, with properties calculated with ωB97M-V with the def2-TZVPD basis set.

Output
**Gap between HOMO and LUMO**: 0.3883 Eh
**SMILES**: C#CC#N.C#C
**Total charge**: 0
**HOMO level**: -10.50 eV

Geometry (Å):
C 0.86 0.90 -0.59
C -0.04 -1.97 0.21
C 1.21 1.49 0.38
C -0.85 -1.10 0.03
C -1.66 -0.10 -0.09
N -2.45 0.72 -0.21
H 0.63 0.36 -1.44
H 0.91 -2.32 0.49
H 1.39 2.03 1.22



B | Below is an isolated molecule of C5H3N, with properties calculated with ωB97M-V with the def2-TZVPD basis set.

Output
**Gap between HOMO and LUMO**: 0.3208 Eh
**Total charge**: 0
**HOMO level**: -9.01 eV

Geometry (Å):
C -1.65 -0.76 0.58
C -0.40 -0.64 0.16
C -0.29 1.12 -0.12
C 1.11 -0.31 0.41
C -1.38 0.37 -0.56
N 0.91 1.17 0.32
H 1.60 -0.48 1.35
H 1.77 -0.67 -0.44
H -1.67 0.20 -1.70



Least stable: B



A | Below is the ion C5H14NO2 with charge +1, with properties calculated with ωB97M-V with the def2-TZVPD basis set.

Output
**Gap between HOMO and LUMO**: 0.4177 Eh
**SMILES**: [NH3+][C@@H](CO)CCCO
**Total charge**: +1
**HOMO level**: -14.38 eV

Geometry (Å):
C -0.93 0.05 2.18
O -1.63 1.29 2.48
C -0.27 0.32 0.73
C 0.67 -0.82 0.40
C 1.17 -1.08 -1.13
C 1.43 0.26 -1.67
O 0.31 0.61 -2.51
N -1.41 0.41 -0.32
H -1.84 -0.57 2.13
H -0.26 -0.26 2.94
H -1.20 1.60 3.37
H 0.24 1.25 0.73
H 0.23 -1.79 0.82
H 1.72 -0.64 0.87
H 2.15 -1.51 -0.97
H 0.57 -1.79 -1.75
H 2.27 0.15 -2.39
H 1.46 1.09 -1.03
H 0.45 0.25 -3.45
H -1.04 0.75 -1.21
H -2.09 0.93 0.19
H -2.00 -0.48 -0.41



B | Below is a cluster of 2 separate species, C5H14NO2 in total, with properties calculated with ωB97M-V with the def2-TZVPD basis set.

Output
**Gap between HOMO and LUMO**: 0.3793 Eh
**Total charge**: +1
**HOMO level**: -13.43 eV

Geometry (Å):
C 0.41 -1.11 -2.05
O 0.55 -1.33 -0.63
C -0.76 -0.20 -2.33
C -0.84 1.16 -1.55
C -1.08 1.02 -0.10
C -0.16 1.24 0.82
N -0.46 1.06 2.24
H 1.31 -0.59 -2.36
H 0.30 -2.02 -2.63
H 1.09 -2.13 -0.53
H -0.73 0.12 -3.38
H -1.74 -0.65 -2.22
H 0.08 1.72 -1.73
H -1.65 1.68 -2.06
H -2.05 0.69 0.28
H 0.81 1.61 0.53
H -1.45 1.04 2.43
H -0.08 1.83 2.79
H 0.03 0.21 2.58
H 2.62 -1.16 2.81
H 1.42 -2.10 2.69
O 1.67 -1.16 2.65



C | Below is a cluster of 2 separate species, C5H14NO2 in total, with properties calculated with ωB97M-V with the def2-TZVPD basis set.

Output
**Gap between HOMO and LUMO**: 0.3752 Eh
**Total charge**: +1
**HOMO level**: -13.31 eV

Geometry (Å):
C -1.56 -1.85 0.21
O -1.33 -1.09 1.46
C -0.94 -0.96 -0.82
C -1.76 0.34 -1.02
C -1.05 1.55 -0.49
C -0.83 2.66 -1.15
N -0.63 1.37 0.94
H -1.13 -2.85 0.26
H -2.64 -1.95 0.19
H -1.39 -1.68 2.22
H -0.91 -1.42 -1.82
H 0.11 -0.76 -0.64
H -1.95 0.54 -2.08
H -2.80 0.20 -0.70
H -1.14 2.72 -2.18
H -0.30 3.53 -0.76
H 0.40 1.35 0.98
H -0.89 0.40 1.24
H -1.00 2.07 1.57
H 7.01 -1.98 1.29
H 7.42 -0.64 0.82
O 7.30 -1.54 0.48



Least stable: A



A | Below is a cluster of 2 separate species, C5H14NO2 in total, with properties calculated with ωB97M-V with the def2-TZVPD basis set.

Output
**Gap between HOMO and LUMO**: 0.3659 Eh
**Total charge**: +1
**HOMO level**: -13.84 eV

Geometry (Å):
O 1.35 0.69 -3.24
C 0.37 0.64 -2.56
C 0.29 -0.61 -1.54
C -0.33 -0.25 -0.22
C -0.44 -1.36 0.78
C 0.39 0.98 0.43
N 1.67 -1.48 -1.63
H -0.55 1.15 -2.70
H -0.47 -1.31 -2.09
H -1.44 0.00 -0.57
H 0.02 -2.34 0.67
H -1.50 -1.60 0.84
H 0.04 -1.04 1.71
H 1.52 0.80 0.76
H -0.16 1.19 1.29
H 0.44 1.78 -0.28
H 1.14 -2.53 -1.47
H 2.16 -1.36 -2.53
H 2.15 -1.25 -0.79
H -1.63 2.45 4.78
H -2.92 2.88 4.37
O -2.09 2.57 3.96



B | Below is a cluster of 3 separate species, C5H14NO2 in total, with properties calculated with ωB97M-V with the def2-TZVPD basis set.

Output
**Gap between HOMO and LUMO**: 0.3386 Eh
**Total charge**: +1
**HOMO level**: -14.15 eV

Geometry (Å):
C 1.85 1.64 -0.29
C 2.18 0.55 0.73
C 1.00 -0.17 1.29
C 0.39 -1.23 0.79
N -0.83 -1.76 1.43
C -1.98 -1.75 0.91
H 1.27 2.41 0.18
H 1.51 1.29 -1.26
H 2.80 2.07 -0.62
H 2.62 1.07 1.58
H 3.01 -0.05 0.35
H 0.42 0.35 2.05
H 0.64 -1.93 0.01
H -0.78 -2.23 2.34
H -2.20 -1.30 -0.07
H -2.72 -2.50 1.18
H -1.35 1.15 -0.96
H -1.04 2.43 -1.79
O -1.48 2.10 -1.00
H -2.39 -0.28 -2.49
H -1.15 -1.17 -2.46
O -1.76 -0.69 -1.88



Least stable: A



A | Below is the ion CN3O2S with charge -1, with properties calculated with ωB97M-V with the def2-TZVPD basis set.

Output
**Gap between HOMO and LUMO**: 0.3067 Eh
**Total charge**: -1
**HOMO level**: -4.80 eV

Geometry (Å):
C -0.38 1.79 1.04
N 0.17 2.32 1.89
N 0.44 -0.25 -0.32
N 0.19 -1.38 -0.82
O 1.09 -2.25 -0.58
O -0.82 -1.74 -1.41
S -1.08 0.95 -0.21



B | Below is a cluster of 2 separate species, CN3O2S in total, with properties calculated with ωB97M-V with the def2-TZVPD basis set.

Output
**Gap between HOMO and LUMO**: 0.2093 Eh
**Total charge**: -1
**HOMO level**: -3.69 eV

Geometry (Å):
C -0.33 2.37 0.53
N 0.53 2.61 1.24
N 0.53 -1.89 -0.81
N 0.06 -1.48 0.15
O 0.67 -1.66 -1.97
O -0.04 -1.66 1.32
S -1.42 1.71 -0.48



Least stable: B



A | Below is the ion C5H11N2OS with charge +1, with properties calculated with ωB97M-V with the def2-TZVPD basis set.

Output
**Gap between HOMO and LUMO (spin up / spin down)**: 0.2633 / 0.2635 Eh
**Total charge**: +1
**HOMO level (spin up / spin down)**: -12.94 / -12.94 eV

Geometry (Å):
C -2.98 -0.63 -0.02
C -2.60 0.76 -0.74
C -0.50 0.71 0.87
C 1.48 1.01 -0.46
C 0.99 -1.18 0.49
N -1.97 -1.13 0.64
N 0.41 0.06 -0.07
O -4.06 -1.06 -0.32
S -1.71 1.79 0.41
H -2.04 0.52 -1.64
H -3.52 1.27 -1.03
H -0.06 0.87 1.84
H 2.27 0.47 -0.98
H 1.09 1.78 -1.12
H 1.88 1.47 0.44
H 1.56 -0.94 1.38
H 0.19 -1.88 0.73
H 1.65 -1.64 -0.25
H -2.17 -1.67 1.48
H -0.13 -0.21 -0.90



B | Below is a cluster of 2 separate species, C5H11N2OS in total, with properties calculated with ωB97M-V with the def2-TZVPD basis set.

Output
**Gap between HOMO and LUMO (spin up / spin down)**: 0.2794 / 0.2666 Eh
**Total charge**: +1
**HOMO level (spin up / spin down)**: -14.54 / -14.84 eV

Geometry (Å):
C 1.57 0.38 -0.02
C 0.42 1.29 -0.41
C 1.15 -1.06 -0.33
C -0.81 0.92 0.45
C -0.10 -1.35 0.53
N -2.35 -0.68 -0.12
N -1.13 -0.40 0.14
O -2.84 -1.78 -0.25
S -4.36 0.72 -0.14
H 2.50 0.69 -0.59
H 1.67 0.38 1.05
H 0.66 2.31 -0.16
H 0.11 1.30 -1.50
H 0.87 -1.37 -1.39
H 1.92 -1.75 0.09
H -0.52 0.77 1.52
H -1.70 1.49 0.60
H -0.57 -2.38 0.43
H 0.17 -1.23 1.59
H -4.41 0.15 1.08



Least stable: B



A | Below is an isolated molecule of C2H3OPS, with properties calculated with ωB97M-V with the def2-TZVPD basis set.

Output
**Gap between HOMO and LUMO (spin up / spin down)**: 0.3410 / 0.3410 Eh
**SMILES**: O=S1=CC=[PH]=1
**Total charge**: 0
**HOMO level (spin up / spin down)**: -9.19 / -9.19 eV

Geometry (Å):
C 0.53 -0.67 0.80
C 0.71 -0.48 -0.65
O -0.69 1.80 -1.80
P -0.33 0.85 1.19
S -0.76 0.59 -0.96
H 1.00 -1.57 1.15
H 1.23 -1.10 -1.45
H -1.69 0.59 1.73



B | Below is an isolated molecule of C2H3OPS, with properties calculated with ωB97M-V with the def2-TZVPD basis set.

Output
**Gap between HOMO and LUMO (spin up / spin down)**: 0.2508 / 0.2524 Eh
**Total charge**: 0
**HOMO level (spin up / spin down)**: -8.21 / -8.24 eV

Geometry (Å):
C -2.28 0.17 -0.63
C 1.40 0.30 0.06
O -0.26 -1.78 0.04
P -0.53 -0.33 0.24
S -3.51 0.73 0.17
H 1.79 -0.46 0.70
H 1.66 0.02 -0.89
H 1.73 1.36 0.29



Least stable: B